Density functional theory data (ωB97M-V/def2-TZVPD) for a structure of composition C17H17BN8O6Re.

Output
- Multiplicity: 4
- Net charge: +4
- ΔE to the lowest compared entry with this formula, charge and spin: 313.23 kJ/mol
- Gap between HOMO and LUMO (alpha / beta): 2.616 / 2.422 eV

Last column: Löwdin charge in e.
Positions of all 50 atoms, in Å:
C 2.621125 -0.126026 -1.162585  0.04
N 1.337175 -0.270890 -1.571296  0.04
N 1.359707 0.007158 -2.947409  0.06
C 2.649669 -0.002574 -3.381631  0.11
C 3.482164 -0.087708 -2.281376  0.18
B 0.065034 0.181535 -3.819491  -0.36
N -0.767675 -1.117821 -3.450825  0.05
N -0.772568 -1.741222 -2.191644  -0.18
C -1.561019 -2.842710 -2.290219  -0.09
C -1.878889 -3.038643 -3.621146  0.06
C -1.325441 -1.991654 -4.319707  0.07
Re -0.299215 -1.653825 -0.206415  1.71
N -0.701103 1.616282 -3.755694  0.00
N -1.668672 1.769938 -2.796638  0.15
C -1.720888 3.054676 -2.463697  -0.03
C -1.300719 3.783492 -3.597469  0.14
C -0.646837 2.817525 -4.411277  0.11
H -2.030187 3.337683 -1.450276  0.15
H -0.247542 2.906736 -5.390548  0.16
H -1.527116 4.801801 -3.728581  0.14
H 0.450624 0.087857 -4.957376  0.14
H -1.228492 -1.795914 -5.389618  0.18
H 2.919776 0.019870 -4.439079  0.19
H -2.480328 -3.873716 -3.997039  0.17
H 4.560215 -0.130668 -2.290299  0.17
H -1.804704 -3.412114 -1.394009  0.14
H 2.908540 -0.104265 -0.133297  0.15
H -2.705393 -0.893291 -0.739505  0.11
C -2.025790 -1.016405 0.085574  -0.08
H -1.948432 -2.026466 0.532919  0.09
H -0.602288 -0.247377 -0.800108  0.11
H -2.364516 -0.192156 0.694024  0.13
O 0.441803 0.956906 1.007732  0.08
C 0.603476 0.019805 1.777764  -0.52
O 0.695844 -1.264067 1.367092  -0.15
C 0.692950 0.139378 3.227696  -0.11
C 0.761704 -1.075050 3.901925  0.10
C 0.611348 -1.060572 5.280851  -0.08
C 0.475935 0.178002 5.919877  0.20
C 0.440314 1.390901 5.203928  -0.06
C 0.535889 1.394988 3.811183  0.13
N 0.278974 2.649143 5.869347  -0.29
O 0.189495 2.675098 7.113087  0.16
O 0.235108 3.678406 5.157940  0.11
N 0.553703 -2.315658 5.971581  -0.29
O 0.641483 -3.378676 5.315198  0.10
O 0.410656 -2.285338 7.210108  0.16
H 0.837281 -2.000837 3.337492  0.14
H 0.382442 0.186629 6.994615  0.16
H 0.465381 2.291832 3.198319  0.15

Cartesian forces, eV/Å:
C -2.705 -0.787 0.331
N 3.343 0.474 1.973
N 2.136 -0.474 -1.266
C -3.566 0.157 -1.477
C 1.385 0.310 0.778
B -0.336 0.201 -1.645
N 0.876 -0.182 0.743
N -0.451 -0.035 -0.113
C 0.427 -0.367 -1.307
C -1.254 -1.829 0.681
C 0.543 1.367 0.118
Re 3.315 2.178 -2.904
N -0.243 -0.136 -1.377
N 1.423 -0.076 2.580
C -0.490 -0.063 -0.088
C -0.242 -0.917 1.742
C 0.282 -2.240 0.589
H -0.658 0.271 -0.911
H 0.590 0.209 -0.637
H 0.080 1.174 -0.651
H -0.112 -0.080 0.338
H -0.402 -0.071 0.295
H -0.227 0.289 0.234
H 0.350 0.435 -0.010
H 0.210 0.018 0.079
H -0.114 -0.439 -0.376
H 0.024 -0.270 0.486
H -0.510 -0.799 -0.630
C -1.830 2.981 -0.192
H -1.062 -2.187 1.424
H -0.159 1.031 0.453
H 0.229 0.064 1.378
O -0.038 -1.671 -0.130
C 0.585 4.095 1.694
O -1.409 -1.965 -2.909
C 0.024 -0.403 -1.402
C -0.297 -0.539 1.261
C 0.142 1.360 -1.625
C -0.044 -0.288 0.455
C 0.303 -1.188 -1.629
C -0.271 -0.015 1.067
N -0.430 3.897 2.323
O 0.230 -0.848 -2.734
O 0.139 -2.464 0.914
N -0.148 -3.222 2.967
O -0.147 2.523 0.595
O 0.302 0.437 -2.846
H 0.196 0.047 0.648
H -0.027 0.138 0.306
H 0.037 -0.102 0.411